# C10H46Cl3NO16P2S

A cluster of 13 separate species, C10H46Cl3NO16P2S in total in a non-equilibrium geometry (ωB97M-V/def2-TZVPD, the Open Molecules 2025 dataset).

Geometry as XYZ:
```
79
Properties=species:S:1:pos:R:3:forces:R:3:mulliken_charge:R:1
C 4.040 4.567 0.925 -1.2 -1.1 0.3 -0.838
C 2.951 4.398 -0.333 1.4 0.6 0.9 0.546
C 3.793 3.814 -1.601 -0.1 0.1 0.2 -0.336
C 2.926 3.007 -2.734 2.1 1.1 -1.2 -0.440
O 1.483 2.983 -2.552 -0.4 -1.6 1.7 -0.414
C 0.955 1.739 -1.976 2.0 -2.1 -2.1 1.545
O 1.890 1.314 -0.931 -2.0 0.5 -0.2 -0.692
C 1.068 0.625 -3.229 -1.0 -0.1 -1.1 -1.204
N 1.869 -0.593 -2.911 -0.2 -1.0 -0.3 -0.170
P 1.008 -1.851 -2.016 -2.7 1.2 0.6 0.429
O -0.326 -2.370 -3.059 1.5 1.4 0.9 -0.459
Cl 2.187 -3.595 -1.712 0.1 0.5 -1.2 -0.340
O -0.456 1.718 -1.661 2.0 1.4 1.1 -0.356
C -0.932 2.357 -0.477 -2.0 1.4 1.5 -0.298
P -0.582 1.423 1.199 1.1 -1.2 -0.1 -0.026
S -0.678 -0.518 1.028 -0.1 0.0 -0.3 -0.278
C -0.653 3.940 -0.239 -1.2 1.1 -1.5 -0.039
Cl -0.348 4.319 1.588 0.1 -0.3 -1.6 -0.228
C -2.009 4.844 -0.623 0.9 1.7 1.4 -0.190
C -3.131 4.872 0.570 -0.7 0.7 -0.2 -0.800
Cl -2.690 4.423 -2.313 0.7 0.1 1.7 -0.176
H 4.746 5.491 0.799 -1.5 -1.9 0.4 0.108
H 4.649 3.545 1.013 -1.1 2.4 -0.3 0.202
H 3.383 4.607 1.919 1.6 0.3 -2.0 0.311
H 2.106 3.706 0.084 1.7 1.2 -1.2 -0.465
H 2.541 5.495 -0.540 0.6 -2.5 0.2 0.287
H 4.343 4.722 -2.109 -1.1 -2.0 1.0 0.176
H 4.642 3.095 -1.199 -1.9 1.5 -0.8 0.179
H 3.117 3.604 -3.753 -0.8 -1.4 2.2 0.290
H 3.457 1.975 -2.891 -1.5 1.6 0.4 0.117
H 1.594 0.491 -0.445 -0.2 0.9 -1.0 0.317
H 1.523 1.112 -4.210 -0.9 -0.7 2.3 0.256
H -0.018 0.252 -3.558 2.3 1.0 0.9 0.287
H 2.846 -0.423 -2.609 -1.0 -0.2 -0.3 0.284
H -1.124 -1.777 -2.932 1.4 -0.9 0.1 0.319
H -2.128 2.281 -0.536 2.7 0.0 -0.1 0.506
H -1.490 1.800 2.252 0.6 0.5 -0.9 0.147
H 0.796 1.713 1.623 -1.4 0.4 -0.3 0.082
H 0.216 4.429 -0.833 -1.4 -1.4 1.2 0.185
H -1.595 5.959 -0.720 -1.0 -2.5 0.1 0.352
H -3.227 3.860 1.155 0.3 1.9 -1.2 0.210
H -2.857 5.768 1.309 -0.4 -2.2 -1.6 0.264
H -4.206 5.152 0.145 2.4 -0.8 0.7 0.321
O -0.083 -6.052 -0.241 0.3 0.0 0.2 -0.638
H -0.006 -6.405 0.658 0.0 0.1 0.1 0.346
H 0.653 -5.426 -0.311 -0.3 -0.1 -0.1 0.230
O 6.506 4.928 -0.864 0.5 0.2 0.3 -0.617
H 6.967 4.314 -0.272 -0.1 0.2 -0.2 0.318
H 6.519 5.770 -0.384 0.1 -0.3 -0.2 0.305
O -0.647 -5.317 2.909 0.0 0.2 -0.2 -0.608
H -1.290 -5.437 3.623 0.0 0.0 -0.2 0.336
H -1.065 -4.667 2.324 0.0 -0.2 0.2 0.268
O -2.142 -8.642 -1.003 0.3 0.3 -0.2 -0.684
H -1.755 -7.889 -0.531 0.0 -0.1 -0.1 0.361
H -1.724 -8.610 -1.877 -0.2 -0.1 0.3 0.313
O -0.988 7.349 1.846 0.2 0.2 0.5 -0.558
H -0.528 6.736 2.438 -0.1 0.2 -0.3 0.296
H -0.976 8.191 2.326 -0.1 -0.2 -0.2 0.282
O -3.866 -8.776 1.417 0.3 -0.3 0.1 -0.634
H -3.309 -9.403 1.902 -0.2 0.3 -0.2 0.299
H -3.447 -8.718 0.545 -0.1 -0.1 0.1 0.360
O -2.830 -5.866 0.426 -0.1 -0.1 -0.4 -0.610
H -3.398 -6.099 -0.324 0.1 0.1 0.3 0.311
H -1.959 -5.727 0.024 0.0 0.2 0.0 0.340
O 1.395 -3.115 -5.220 0.4 -0.1 0.1 -0.604
H 1.856 -3.729 -4.628 -0.1 0.2 -0.2 0.303
H 1.408 -2.274 -4.739 -0.1 -0.2 -0.2 0.321
O -3.094 -4.763 4.717 -0.4 0.0 0.0 -0.620
H -3.596 -4.907 5.533 0.2 0.1 -0.3 0.307
H -3.763 -4.475 4.078 0.2 -0.1 0.1 0.312
O -2.347 -2.064 6.143 0.4 0.0 0.1 -0.657
H -1.790 -2.691 6.629 -0.2 0.1 -0.2 0.321
H -1.928 -2.006 5.271 -0.2 -0.1 0.2 0.318
O -1.511 -2.837 -6.232 0.1 -0.2 -0.3 -0.633
H -0.955 -3.463 -5.746 0.1 0.3 0.0 0.321
H -1.092 -2.778 -7.104 -0.1 0.0 0.4 0.308
O -3.900 -1.404 8.719 0.3 0.4 0.0 -0.641
H -3.513 -0.651 9.192 -0.2 -0.3 -0.1 0.310
H -3.482 -1.372 7.846 -0.1 -0.1 0.0 0.347
```
Forces are in eV/Å.

* HOMO-LUMO gap: 0.3034 Ha
* HOMO level: -8.5 eV
* LUMO level: -0.21 eV